Computed, not measured: one molecule with the formula C26H36N6O3 at a distorted geometry, with wB97M-V/def2-TZVPD.

Output
* LUMO level: 0.31 eV
* charge: 0
* SMILES: COc1cc2cc([C@@H](c3nnnn3C3CCCCC3)N(C)C3CCCCC3)c(=O)[nH]c2cc1OC

Last column: Löwdin charge in e.
Atoms and positions in Å:
C 5.008 -3.710 3.347  -0.08
H 4.080 -3.665 3.927  0.10
O 4.807 -4.327 2.099  -0.07
C 3.933 -3.751 1.233  -0.20
C 3.221 -2.599 1.463  0.05
C 2.340 -2.086 0.495  -0.14
C 2.186 -2.774 -0.717  -0.18
C 2.909 -3.946 -0.959  0.06
C 3.778 -4.438 -0.008  -0.19
O 4.525 -5.556 -0.139  -0.05
C 4.438 -6.292 -1.335  -0.07
H 4.747 -5.693 -2.199  0.10
H 5.122 -7.130 -1.215  0.10
H 3.425 -6.673 -1.500  0.10
H 2.772 -4.453 -1.901  0.11
N 1.303 -2.286 -1.641  0.18
C 0.540 -1.148 -1.501  -0.41
O -0.289 -0.861 -2.352  0.04
C 0.781 -0.397 -0.276  -0.06
C 1.600 -0.886 0.685  0.05
H 1.701 -0.363 1.625  0.12
C -0.011 0.888 -0.135  -0.21
C -0.791 0.783 1.138  -0.25
N -0.410 1.081 2.362  0.07
N -1.424 0.773 3.161  -0.03
N -2.396 0.295 2.506  0.05
N -2.047 0.273 1.215  -0.02
C -2.930 -0.238 0.197  -0.27
C -4.128 0.700 0.034  -0.14
C -5.076 0.152 -1.027  -0.20
C -5.542 -1.251 -0.653  -0.21
C -4.345 -2.181 -0.484  -0.20
C -3.397 -1.642 0.582  -0.14
H -2.530 -2.298 0.686  0.12
H -3.903 -1.591 1.548  0.11
H -4.683 -3.180 -0.201  0.11
H -3.809 -2.262 -1.433  0.12
H -6.207 -1.640 -1.427  0.11
H -6.104 -1.210 0.282  0.12
H -5.935 0.818 -1.129  0.11
H -4.560 0.118 -1.989  0.12
H -4.643 0.779 0.994  0.12
H -3.780 1.697 -0.248  0.11
H -2.370 -0.292 -0.742  0.14
N 0.804 2.075 -0.308  -0.11
C 1.836 2.271 0.691  -0.07
H 2.304 3.238 0.532  0.08
H 1.451 2.222 1.716  0.07
H 2.601 1.506 0.557  0.08
C 0.037 3.262 -0.669  -0.32
C -0.595 4.028 0.502  -0.15
C -1.452 5.175 -0.025  -0.20
C -0.618 6.121 -0.883  -0.21
C 0.032 5.362 -2.037  -0.20
C 0.893 4.220 -1.504  -0.15
H 1.696 4.639 -0.897  0.11
H 1.345 3.664 -2.327  0.12
H 0.647 6.043 -2.630  0.11
H -0.745 4.959 -2.690  0.11
H -1.249 6.923 -1.272  0.11
H 0.160 6.576 -0.266  0.11
H -1.893 5.721 0.812  0.11
H -2.271 4.770 -0.626  0.11
H -1.208 3.356 1.106  0.10
H 0.190 4.426 1.147  0.12
H -0.774 2.915 -1.322  0.15
H -0.719 0.890 -0.973  0.13
H 1.157 -2.807 -2.497  0.17
H 3.320 -2.057 2.389  0.12
H 5.416 -2.701 3.236  0.10
H 5.730 -4.336 3.869  0.10

***

Computed, not measured: C26H37AlBrCaCl2F4KLiN5O11PS2 as an isolated structure at a distorted geometry, with wB97M-V/def2-TZVPD.

Output
* LUMO level: -5.17 eV
* charge: +1

Last column: Löwdin charge in e.
Atoms and positions in Å:
C 6.762 0.348 1.681  -0.10
C 5.271 0.440 1.277  -0.23
C 4.595 -0.831 1.863  -0.20
C 3.361 -1.268 1.042  -0.17
C 2.229 -1.671 2.019  -0.23
C 0.831 -1.390 1.485  -0.28
C 0.420 -2.156 0.386  -0.13
C -0.921 -1.901 -0.136  -0.38
N -1.556 -2.552 -1.241  -0.49
S -3.105 -1.833 -1.264  0.80
N -3.019 -0.665 -0.032  -0.43
C -1.755 -0.909 0.439  -0.31
C -1.235 -0.218 1.507  -0.25
O -2.044 0.750 2.072  -0.08
N -1.623 2.070 1.515  0.08
O -2.538 2.577 1.052  0.14
C 0.014 -0.434 2.060  -0.30
P 0.510 0.533 3.512  0.37
S 1.614 2.075 3.167  0.20
H 7.060 1.238 2.231  0.07
H 6.847 -0.510 2.340  0.04
H 7.377 0.164 0.808  0.07
H 4.768 1.303 1.712  0.09
H 5.115 0.492 0.199  0.09
H 4.310 -0.560 2.881  0.11
H 5.326 -1.645 1.901  0.08
H 3.607 -2.160 0.473  0.06
H 3.029 -0.460 0.393  0.12
H 2.331 -1.195 2.994  0.04
H 2.307 -2.774 2.133  0.09
H 1.124 -2.914 -0.002  -0.01
H 1.187 -0.403 4.335  -0.03
H -0.688 0.832 4.173  0.01
Li 1.245 -3.031 3.667  0.85
C 4.255 -4.581 -1.434  -0.88
Cl 5.079 -3.086 -1.690  0.66
Cl 2.444 -4.336 -1.485  0.50
H 4.505 -5.280 -2.223  0.05
H 4.502 -4.985 -0.457  0.06
F -5.420 -3.646 0.248  -0.37
Al -5.417 -4.063 1.924  -0.24
F -6.098 -2.776 2.782  -0.21
F -3.797 -4.285 2.387  -0.20
F -6.308 -5.459 2.154  -0.17
C 8.387 -3.358 -0.126  -0.13
C 8.567 -2.835 1.309  -0.69
C 9.369 -3.892 2.091  -0.11
O 7.354 -2.655 1.914  -0.33
H 7.830 -4.302 -0.135  0.05
H 7.849 -2.628 -0.733  0.02
H 9.355 -3.539 -0.615  0.06
H 9.235 -1.944 1.219  0.11
H 8.830 -4.841 2.133  0.06
H 9.556 -3.555 3.111  0.06
H 10.346 -4.084 1.623  0.06
Ca 0.468 -2.716 -1.933  1.42
C -2.801 4.615 -1.875  0.08
C -1.810 4.435 -2.772  -0.20
C -1.541 5.446 -3.859  -0.27
O -0.626 5.229 -4.622  0.13
C -2.396 6.619 -3.933  0.10
C -3.377 6.784 -3.041  -0.21
C -3.624 5.781 -1.944  -0.28
O -4.537 5.992 -1.137  -0.16
O -4.186 7.846 -3.081  0.12
O -1.024 3.386 -2.750  0.16
H -3.003 3.901 -1.090  0.12
H -2.207 7.331 -4.724  0.15
H -4.814 7.761 -2.350  0.09
H -0.380 3.495 -3.481  0.12
Br -5.177 -1.289 0.035  0.57
C -8.860 0.049 2.347  -0.02
C -9.894 -0.978 1.958  -0.33
C -9.493 -1.848 0.796  -0.09
O -10.762 -2.204 0.230  0.07
C -11.621 -1.194 0.516  -0.57
O -12.689 -1.053 0.018  0.16
O -11.091 -0.358 1.448  0.08
H -7.902 -0.429 2.559  0.08
H -8.725 0.785 1.552  0.08
H -9.180 0.596 3.235  0.08
H -10.169 -1.581 2.827  0.16
H -8.945 -2.734 1.106  0.14
H -8.913 -1.312 0.039  0.13
K -6.709 6.436 -0.561  1.05
C 2.766 3.824 -4.772  -0.68
O 2.545 4.005 -3.583  0.02
N 1.800 4.032 -5.717  0.15
N 3.976 3.401 -5.239  0.15
H 1.931 3.888 -6.699  0.10
H 0.914 4.351 -5.368  0.04
H 4.700 3.243 -4.562  0.11
H 4.175 3.248 -6.209  0.10

***

Computed, not measured: C26H37AlN6OS as an isolated structure at a distorted geometry, with wB97M-V/def2-TZVPD.

Output
* LUMO level: -5.39 eV
* charge: +2

Last column: Löwdin charge in e.
Atoms and positions in Å:
Al 0.855 -0.751 0.318  0.15
C -1.502 -1.264 1.879  -0.04
N -0.122 -0.808 2.082  -0.21
C 0.478 -1.587 3.180  -0.01
C 0.017 0.609 2.451  -0.24
C -0.860 1.227 3.320  -0.03
C -0.610 2.517 3.762  -0.07
C 0.542 3.164 3.350  -0.05
C 1.420 2.567 2.463  0.01
C 1.169 1.287 1.975  -0.24
N 1.884 0.563 1.038  0.03
C 3.130 0.689 0.429  -0.18
C 3.926 1.817 0.257  0.01
C 5.120 1.729 -0.445  -0.05
C 5.524 0.537 -1.017  -0.06
C 4.738 -0.594 -0.863  -0.01
C 3.564 -0.531 -0.139  -0.21
N 2.754 -1.707 0.183  -0.20
C 2.871 -2.792 -0.795  -0.04
C 3.267 -2.226 1.467  -0.02
H -2.110 -1.173 2.780  0.10
H -1.487 -2.315 1.582  0.11
H -1.955 -0.693 1.069  0.06
H -0.116 -1.488 4.090  0.12
H 1.474 -1.208 3.386  0.10
H 0.541 -2.640 2.906  0.10
H -1.732 0.708 3.685  0.11
H -1.297 2.994 4.443  0.11
H 0.764 4.153 3.719  0.12
H 2.309 3.091 2.157  0.10
H 3.630 2.769 0.662  0.10
H 5.735 2.607 -0.559  0.12
H 6.451 0.472 -1.567  0.12
H 5.073 -1.522 -1.294  0.11
H 3.872 -3.226 -0.812  0.11
H 2.624 -2.432 -1.787  0.08
H 2.171 -3.581 -0.527  0.11
H 4.303 -2.560 1.360  0.12
H 2.657 -3.069 1.793  0.10
H 3.247 -1.442 2.221  0.10
C -0.010 -1.376 -4.649  0.00
N 0.404 -1.163 -3.274  -0.08
C 1.539 -0.281 -3.105  0.01
C -0.243 -1.672 -2.256  -0.37
C -1.567 -2.315 -2.408  0.06
O 0.220 -1.546 -1.064  0.00
H 0.801 -1.092 -5.315  0.11
H -0.885 -0.773 -4.892  0.12
H -0.227 -2.427 -4.834  0.11
H 1.419 0.578 -3.765  0.12
H 2.471 -0.787 -3.367  0.11
H 1.596 0.087 -2.076  0.07
H -1.763 -2.680 -3.407  0.09
H -2.297 -1.540 -2.137  0.08
H -1.685 -3.128 -1.698  0.11
C -4.931 3.657 0.901  0.01
C -4.383 2.467 0.213  -0.23
C -5.154 1.494 -0.384  0.06
C -4.518 0.402 -1.001  -0.27
N -3.194 0.286 -0.999  0.10
C -2.446 1.235 -0.449  -0.72
S -0.749 1.262 -0.494  0.86
N -3.043 2.310 0.162  0.13
C -5.306 -0.640 -1.706  0.00
H -5.986 3.786 0.684  0.10
H -4.392 4.558 0.613  0.10
H -4.826 3.554 1.981  0.11
H -6.225 1.578 -0.395  0.13
H -2.433 3.011 0.572  0.16
H -6.315 -0.287 -1.901  0.09
H -5.375 -1.552 -1.111  0.10
H -4.814 -0.902 -2.640  0.09

***

In the order shown, the computed frontier orbital gap values come out to 0.301; 0.062; 0.262 Eh.